24
Properties=species:S:1:pos:R:3:forces:R:3:lowdin_charge:R:1 method="wB97M-V/def2-TZVPD" e_homo_ev=-9.045 orbital_gap_ev=9.033 fmax_ev_per_a=3.287 de_lowest_kj_mol=0.0 mol_weight_g_mol=248.200 e_tot_ev=-38698.891 charge=0
C 1.930 -3.009 -0.097 0.0 -1.8 -0.8 -0.096
O 1.782 -1.705 0.369 0.6 1.6 0.2 -0.249
N 0.488 -1.338 0.248 -1.6 -0.2 -0.7 0.109
C 0.193 -0.112 0.240 1.9 1.8 0.2 -0.268
O 1.107 0.934 0.495 -0.9 -1.0 0.2 -0.201
P 2.647 1.136 0.017 -0.3 -0.5 -0.9 0.203
O 2.736 2.706 0.488 1.8 -2.2 -1.7 -0.128
O 3.505 0.436 1.167 0.1 1.0 -0.3 -0.154
S 2.827 0.443 -1.817 0.4 1.1 1.4 0.288
C -1.175 0.410 -0.016 -1.2 -0.8 1.0 -0.193
C -2.244 -0.477 -0.207 -0.5 0.1 -0.3 -0.018
C -3.514 0.018 -0.441 -1.4 0.6 -0.9 -0.068
C -3.666 1.416 -0.418 -1.7 0.7 1.0 -0.058
C -2.580 2.233 -0.084 -0.1 -3.0 -1.1 -0.124
N -1.386 1.713 0.087 1.9 -0.4 -0.1 0.113
H 2.956 -3.271 0.192 -0.4 -0.2 0.1 0.090
H 1.874 -3.185 -1.250 -0.3 0.8 2.0 0.122
H 1.149 -3.575 0.471 0.8 -0.2 -0.9 0.098
H 1.884 2.754 0.862 -2.0 1.1 1.1 0.033
H 3.279 -0.491 1.220 -0.1 -0.8 -0.1 0.052
H -2.191 -1.535 -0.154 0.8 -0.8 -0.1 0.101
H -4.420 -0.646 -0.770 2.0 1.2 1.0 0.146
H -4.693 1.890 -0.419 1.3 -0.7 -0.5 0.119
H -2.488 3.251 -0.184 -0.9 2.5 0.3 0.084